Entry 1:
C42H104F2N19O13P5S2 | ωB97M-V with the def2-TZVPD basis set

For the molar mass, the calculation gives 1340.41 g/mol. The multiplicity is 2. The HOMO energy (alpha / beta) is -1.032 / -4.968 eV. The largest force on an atom comes out at 8.88 eV/Å. Its gap between HOMO and LUMO (alpha / beta) is 0.07466 / 0.21929 hartree. As for the total charge: -1.

Element x y z (Å)
N: -1.340 3.637 -1.188
H: -0.942 3.013 -0.501
H: -1.120 3.511 -2.165
H: -0.925 4.557 -1.137
H: -2.302 3.944 -1.201
N: -0.558 2.253 0.871
S: 0.423 1.078 0.771
O: 0.342 0.205 -0.363
O: 1.085 0.663 1.952
F: 1.610 2.035 0.248
S: -1.692 1.306 1.590
O: -1.510 1.062 3.015
O: -2.403 0.290 0.816
F: -2.800 2.541 1.559
C: -2.956 -0.753 6.914
C: -2.358 -1.351 7.994
C: -0.957 -1.334 8.154
C: -0.161 -0.708 7.204
C: -0.768 -0.214 5.997
C: -2.102 -0.247 5.959
N: 1.278 -0.505 7.416
O: 1.811 -0.874 8.428
O: 1.938 -0.152 6.459
H: -4.025 -0.877 6.826
H: -3.035 -1.835 8.682
H: -0.499 -1.564 9.104
H: -0.087 0.091 5.216
H: -2.448 0.128 5.007
C: -3.250 -4.026 0.857
C: -2.251 -3.072 0.612
C: -2.445 -2.353 -0.576
C: -3.512 -2.554 -1.500
C: -4.297 -3.692 -1.244
C: -4.192 -4.460 -0.068
N: -3.575 -1.581 -2.679
O: -2.708 -0.817 -2.886
O: -4.415 -1.763 -3.564
H: -3.164 -4.727 1.674
H: -1.386 -3.040 1.257
H: -1.635 -1.696 -0.854
H: -5.064 -3.906 -1.974
H: -4.757 -5.324 0.248
O: -0.504 3.965 -3.494
P: 0.827 4.524 -3.936
N: 1.024 6.262 -3.826
C: 2.400 6.706 -4.096
C: -0.074 7.288 -3.769
N: 1.341 4.053 -5.550
C: 0.257 3.937 -6.547
C: 2.737 4.252 -6.150
N: 2.042 3.816 -2.861
C: 1.971 2.325 -2.762
C: 2.397 4.372 -1.545
H: 2.436 7.317 -4.998
H: 2.963 5.818 -4.385
H: 2.723 7.306 -3.245
H: 0.346 8.112 -3.192
H: -0.986 7.084 -3.207
H: -0.384 7.560 -4.777
H: -0.402 3.106 -6.296
H: -0.296 4.876 -6.529
H: 0.596 3.675 -7.550
H: 3.393 3.978 -5.324
H: 2.790 3.458 -6.895
H: 2.814 5.222 -6.642
H: 0.996 1.897 -2.531
H: 2.205 1.950 -3.758
H: 2.693 2.072 -1.986
H: 2.099 5.387 -1.282
H: 3.448 4.178 -1.334
H: 1.784 3.783 -0.862
O: 3.906 -2.514 -5.782
P: 2.692 -1.651 -5.860
N: 1.497 -2.211 -6.914
C: 1.854 -2.174 -8.308
C: 0.731 -3.358 -6.548
N: 2.876 -0.110 -6.532
C: 1.850 0.913 -6.884
C: 4.211 0.329 -6.717
N: 1.692 -1.326 -4.420
C: 2.074 -1.853 -3.008
C: 0.347 -0.763 -4.508
H: 0.919 -2.115 -8.864
H: 2.214 -3.129 -8.690
H: 2.358 -1.248 -8.583
H: -0.254 -3.361 -7.014
H: 0.454 -3.331 -5.495
H: 1.310 -4.276 -6.654
H: 2.150 1.261 -7.872
H: 0.873 0.456 -7.041
H: 2.035 1.719 -6.174
H: 4.904 -0.070 -5.976
H: 4.635 -0.045 -7.649
H: 4.448 1.349 -6.414
H: 1.669 -2.861 -2.917
H: 3.157 -1.851 -2.892
H: 1.781 -1.211 -2.177
H: -0.246 -1.147 -5.339
H: 0.416 0.311 -4.682
H: -0.263 -1.054 -3.653
O: -0.878 -5.186 2.746
P: 0.340 -4.847 3.472
N: 1.168 -3.314 3.055
C: 1.805 -3.095 1.742
C: 0.535 -2.077 3.528
N: 1.632 -6.043 3.263
C: 1.192 -7.392 2.951
C: 3.050 -5.752 3.529
N: 0.070 -4.872 5.186
C: -1.059 -5.705 5.717
C: 1.126 -4.628 6.199
H: 2.830 -2.735 1.831
H: 1.346 -2.381 1.059
H: 2.058 -3.989 1.172
H: -0.391 -1.917 2.976
H: 1.272 -1.280 3.426
H: 0.441 -2.326 4.585
H: 0.521 -7.392 2.092
H: 1.949 -8.171 2.852
H: 0.503 -7.760 3.711
H: 3.794 -5.598 2.748
H: 3.086 -4.852 4.142
H: 3.612 -6.568 3.984
H: -0.943 -6.775 5.548
H: -1.321 -5.394 6.728
H: -2.001 -5.676 5.170
H: 1.814 -3.839 5.893
H: 1.624 -5.590 6.318
H: 0.779 -4.280 7.172
O: 7.578 1.482 3.758
P: 6.316 1.652 2.924
N: 6.592 2.184 1.350
C: 7.530 1.436 0.472
C: 6.642 3.592 1.202
N: 5.006 2.702 3.603
C: 3.702 2.927 2.997
C: 4.991 2.840 5.088
N: 5.430 0.149 2.628
C: 4.362 0.154 1.587
C: 5.754 -1.171 3.276
H: 7.695 0.390 0.733
H: 8.520 1.882 0.375
H: 7.226 1.528 -0.570
H: 6.494 3.805 0.143
H: 7.617 3.998 1.471
H: 5.845 4.056 1.783
H: 3.807 3.186 1.944
H: 2.960 2.137 3.112
H: 3.184 3.770 3.454
H: 4.775 3.848 5.442
H: 4.382 2.136 5.655
H: 5.995 2.603 5.440
H: 3.502 -0.334 2.045
H: 4.020 1.107 1.185
H: 4.733 -0.414 0.734
H: 5.437 -2.068 2.743
H: 5.032 -1.197 4.092
H: 6.693 -0.955 3.784
O: -6.376 2.156 1.042
P: -7.087 0.968 0.702
N: -6.759 -0.290 1.811
C: -7.548 -1.562 2.099
C: -5.389 -0.447 2.340
N: -6.800 0.441 -0.884
C: -7.356 -0.749 -1.391
C: -6.194 1.387 -1.799
N: -8.838 1.232 0.701
C: -9.569 1.363 2.008
C: -9.391 1.993 -0.398
H: -8.568 -1.563 1.714
H: -7.648 -1.657 3.180
H: -7.016 -2.448 1.752
H: -5.215 -1.105 3.192
H: -5.079 0.507 2.766
H: -4.709 -0.722 1.533
H: -6.661 -1.527 -1.704
H: -8.082 -1.190 -0.707
H: -7.938 -0.482 -2.273
H: -5.901 0.828 -2.688
H: -7.055 1.929 -2.190
H: -5.372 1.859 -1.261
H: -10.131 2.295 1.956
H: -10.377 0.663 2.220
H: -8.957 1.639 2.867
H: -8.883 2.958 -0.404
H: -10.422 2.223 -0.128
H: -9.230 1.463 -1.336

Entry 2:
C3H4N2O | ωB97M-V with the def2-TZVPD basis set

Its SMILES is Nc1ccno1. For the molar mass, the calculation gives 84.08 g/mol. The multiplicity is 1. The HOMO energy is -9.185 eV. The largest force on an atom comes out at 0.53 eV/Å. Its gap between HOMO and LUMO is 0.36975 hartree. The relative energy (zero: lowest compared OMol25 entry of this formula, charge and spin) is 189.81 kJ/mol. As for the total charge: 0.

Element x y z (Å)
N: 1.805 -0.096 -0.307
C: 0.457 -0.267 -0.027
C: -0.567 0.438 -0.567
C: -1.675 0.083 0.235
N: -1.368 -0.826 1.125
O: -0.005 -1.054 0.968
H: 2.451 -0.848 -0.132
H: 2.152 0.788 0.040
H: -0.493 1.060 -1.443
H: -2.678 0.494 0.211

Entry 3:
C8H19N2 | ωB97M-V with the def2-TZVPD basis set

For the molar mass, the calculation gives 143.25 g/mol. The multiplicity is 1. The HOMO energy is -10.490 eV. The largest force on an atom comes out at 4.69 eV/Å. Its gap between HOMO and LUMO is 0.17277 hartree. The relative energy (zero: lowest compared OMol25 entry of this formula, charge and spin) is 386.92 kJ/mol. As for the total charge: +1.

Element x y z (Å)
C: 0.342 -0.542 0.931
C: -2.721 2.141 0.214
C: 0.981 1.275 -2.090
C: 1.302 1.635 1.356
C: -1.185 -2.442 0.836
C: 1.049 -2.770 -0.094
C: 1.685 0.698 -0.923
C: 1.044 0.494 0.360
N: -2.534 1.013 -0.413
N: 0.087 -1.877 0.472
H: -0.027 -0.326 1.900
H: -2.015 2.892 0.280
H: 0.365 0.451 -2.743
H: 1.650 1.795 -2.812
H: 0.331 2.054 -1.831
H: 0.831 1.729 2.269
H: 1.167 2.571 0.805
H: 2.318 1.429 1.619
H: -2.007 -1.902 0.420
H: -1.182 -3.463 0.422
H: -1.319 -2.440 1.931
H: 0.835 -3.654 0.476
H: 0.953 -2.673 -1.211
H: 2.058 -2.515 0.230
H: 2.172 -0.227 -1.181
H: 2.385 1.491 -0.699
H: -3.605 2.206 0.921
H: -1.752 0.659 -0.985
H: -3.209 0.298 -0.458

Entry 4:
C37H44BCaFN12O5S2 | ωB97M-V with the def2-TZVPD basis set

For the molar mass, the calculation gives 870.86 g/mol. The multiplicity is 1. The HOMO energy is -6.498 eV. The largest force on an atom comes out at 2.11 eV/Å. Its gap between HOMO and LUMO is 0.18950 hartree. The relative energy (zero: lowest compared OMol25 entry of this formula, charge and spin) is 231.46 kJ/mol. As for the total charge: 0.

Element x y z (Å)
Ca: -1.493 0.667 -0.223
C: 3.716 -5.549 0.140
C: 2.246 -5.245 0.406
N: 1.927 -3.818 0.399
C: 1.293 -3.280 -0.710
C: 1.131 -1.970 -0.934
C: 0.169 -1.479 -1.987
O: 0.390 -1.706 -3.177
O: -0.845 -0.900 -1.462
C: 1.745 -1.008 -0.038
O: 1.787 0.189 -0.241
C: 2.288 -1.588 1.211
C: 2.691 -0.700 2.206
C: 3.169 -1.202 3.370
F: 3.632 -0.377 4.358
C: 3.230 -2.573 3.609
C: 2.849 -3.458 2.627
C: 2.372 -2.969 1.399
N: 3.714 -2.967 4.879
C: 2.952 -2.609 6.062
C: 3.948 -2.074 7.128
N: 5.319 -2.290 6.549
C: 5.542 -3.748 6.241
C: 4.556 -4.117 5.082
H: 3.888 -6.630 0.124
H: 4.363 -5.106 0.901
H: 4.009 -5.137 -0.829
H: 1.914 -5.686 1.346
H: 1.645 -5.692 -0.378
H: 0.872 -4.010 -1.393
H: 2.603 0.368 2.011
H: 2.863 -4.522 2.838
H: 2.410 -3.475 6.460
H: 2.225 -1.844 5.812
H: 3.890 -2.613 8.067
H: 3.829 -1.011 7.311
H: 6.053 -1.892 7.124
H: 5.275 -1.818 5.638
H: 5.340 -4.306 7.150
H: 6.582 -3.886 5.965
H: 3.998 -5.017 5.363
H: 5.103 -4.327 4.166
B: -0.128 1.741 2.643
N: -1.609 2.238 2.506
C: -2.232 3.238 3.146
C: -3.561 3.241 2.765
C: -3.660 2.180 1.859
N: -2.473 1.578 1.686
N: -0.186 0.172 2.736
C: 0.035 -0.626 3.795
C: -0.202 -1.939 3.412
C: -0.583 -1.835 2.063
N: -0.566 -0.564 1.662
H: 0.341 2.160 3.685
H: 0.520 2.043 1.656
H: -1.695 3.866 3.843
H: -4.341 3.913 3.089
H: -4.533 1.833 1.326
H: 0.331 -0.207 4.746
H: -0.138 -2.826 4.026
H: -0.856 -2.614 1.364
N: -4.159 -0.040 -7.267
C: -4.103 0.275 -5.913
C: -5.061 1.115 -5.337
C: -5.050 1.360 -3.974
C: -4.068 0.781 -3.175
C: -3.094 -0.040 -3.742
C: -3.113 -0.285 -5.101
S: -4.068 1.143 -1.450
O: -3.594 -0.060 -0.757
O: -5.408 1.582 -1.139
N: -2.950 2.230 -1.220
C: -3.201 3.580 -1.038
S: -4.762 4.395 -1.228
C: -3.999 5.904 -0.908
C: -2.686 5.704 -0.670
N: -2.230 4.403 -0.752
H: -4.687 0.569 -7.866
H: -3.339 -0.445 -7.684
H: -5.823 1.569 -5.965
H: -5.799 1.998 -3.519
H: -2.320 -0.489 -3.124
H: -2.350 -0.928 -5.536
H: -4.563 6.828 -0.883
H: -1.977 6.484 -0.417
N: -0.058 1.947 -1.680
C: -0.409 2.103 -2.775
N: -0.849 2.223 -4.017
C: -1.755 3.329 -4.366
C: -0.958 4.501 -4.928
C: -0.046 4.046 -6.078
C: 0.853 2.882 -5.640
C: -0.007 1.738 -5.119
H: -2.325 3.611 -3.486
H: -2.455 2.942 -5.112
H: -0.353 4.930 -4.121
H: -1.651 5.275 -5.266
H: 0.560 4.883 -6.434
H: -0.669 3.717 -6.919
H: 1.511 3.214 -4.831
H: 1.485 2.535 -6.464
H: 0.569 0.880 -4.777
H: -0.690 1.397 -5.903

Entry 5:
C19H49NO6 | ωB97M-V with the def2-TZVPD basis set

For the molar mass, the calculation gives 387.60 g/mol. The multiplicity is 2. The HOMO energy (alpha / beta) is 0.576 / -5.726 eV. The largest force on an atom comes out at 3.35 eV/Å. Its gap between HOMO and LUMO (alpha / beta) is 0.06509 / 0.29403 hartree. The relative energy (zero: lowest compared OMol25 entry of this formula, charge and spin) is 0.00 kJ/mol. As for the total charge: -1.

Element x y z (Å)
C: -5.218 -2.808 -1.938
C: -4.208 -3.932 -2.071
O: -4.460 -4.924 -1.212
H: -6.245 -3.165 -2.006
H: -4.952 -2.076 -2.701
H: -5.125 -2.332 -0.962
H: -3.183 -3.565 -2.020
H: -4.178 -4.358 -3.074
H: -4.340 -4.601 -0.316
C: 2.916 2.873 -1.673
C: 3.954 2.869 -0.543
O: 4.888 3.923 -0.642
H: 2.479 1.876 -1.740
H: 3.376 3.101 -2.635
H: 2.153 3.608 -1.420
H: 4.601 2.000 -0.661
H: 3.498 2.774 0.443
H: 5.753 3.536 -0.494
C: -1.744 2.517 -6.046
C: -1.517 2.155 -4.561
O: -1.551 0.744 -4.470
H: -1.853 3.601 -6.049
H: -2.611 2.041 -6.505
H: -0.870 2.167 -6.595
H: -2.280 2.565 -3.899
H: -0.526 2.458 -4.223
H: -1.632 0.515 -3.542
C: -5.512 2.220 0.667
C: -4.698 0.951 0.280
O: -3.375 1.108 0.744
H: -5.056 3.150 0.330
H: -5.656 2.252 1.747
H: -6.485 2.175 0.178
H: -4.687 0.891 -0.808
H: -5.216 0.055 0.620
H: -3.404 0.918 1.684
C: -0.055 -1.217 -1.991
C: -1.326 -0.858 -1.176
O: -1.697 0.496 -1.402
H: -0.424 -1.421 -2.997
H: 0.096 -2.239 -1.644
H: 0.780 -0.520 -1.937
H: -1.143 -0.985 -0.110
H: -2.198 -1.452 -1.453
H: -2.216 0.817 -0.661
C: 1.749 0.920 4.685
C: 2.167 0.413 3.312
C: 3.711 0.621 3.274
C: 4.312 -0.081 2.148
C: 4.065 -1.582 2.246
C: 2.571 -1.977 2.158
N: 1.835 -1.008 3.134
O: 0.473 -1.208 3.214
C: 2.050 -1.786 0.712
C: 2.459 -3.449 2.646
C: 1.460 1.285 2.249
H: 0.684 0.757 4.852
H: 2.224 0.370 5.497
H: 1.896 1.997 4.770
H: 3.931 1.688 3.301
H: 4.028 0.224 4.239
H: 4.037 0.372 1.195
H: 5.377 0.149 2.193
H: 4.518 -1.941 3.171
H: 4.519 -2.151 1.435
H: 2.470 -0.918 0.204
H: 0.960 -1.784 0.748
H: 2.359 -2.617 0.079
H: 1.489 -3.772 2.266
H: 2.363 -3.510 3.730
H: 3.220 -4.100 2.216
H: 0.377 1.279 2.126
H: 1.663 2.355 2.262
H: 1.880 0.977 1.292
H: 0.303 -1.427 4.133

Entry 6:
C29H53BIN4OP2Sr | ωB97M-V with the def2-TZVPD basis set

For the molar mass, the calculation gives 761.05 g/mol. The multiplicity is 1. The HOMO energy is -9.183 eV. The largest force on an atom comes out at 1.21 eV/Å. Its gap between HOMO and LUMO is 0.26007 hartree. The relative energy (zero: lowest compared OMol25 entry of this formula, charge and spin) is 26.35 kJ/mol. As for the total charge: +1.

Element x y z (Å)
Sr: -0.030 -1.303 -0.294
C: -4.040 -0.181 -1.130
C: -3.489 1.126 -1.717
C: -4.475 2.262 -1.409
C: -3.379 0.953 -3.235
P: -1.783 1.303 -0.948
C: -2.220 1.957 0.755
N: -1.241 1.529 1.718
B: -0.753 0.161 1.822
N: 0.468 0.337 2.609
C: 1.507 -0.655 2.734
P: 2.514 -0.948 1.151
C: 2.848 -2.806 1.292
C: 3.985 -3.205 0.343
C: 3.203 -3.307 2.708
C: 1.611 -3.583 0.802
C: 4.085 0.065 1.246
C: 5.037 -0.280 2.389
C: 4.821 -0.029 -0.098
C: 3.615 1.517 1.403
C: 0.586 1.663 3.044
C: 1.459 2.264 3.936
C: 1.301 3.616 4.218
C: 0.274 4.349 3.636
C: -0.634 3.744 2.774
C: -0.475 2.397 2.487
C: -0.808 2.682 -1.763
C: -0.196 2.145 -3.063
C: -1.567 3.977 -2.048
C: 0.350 2.984 -0.801
H: -5.055 -0.345 -1.499
H: -3.426 -1.041 -1.417
H: -4.083 -0.155 -0.039
H: -5.435 2.040 -1.882
H: -4.663 2.371 -0.340
H: -4.134 3.221 -1.792
H: -4.342 0.625 -3.632
H: -3.125 1.890 -3.731
H: -2.624 0.204 -3.503
H: -2.313 3.044 0.749
H: -3.203 1.558 1.015
H: 2.158 -0.471 3.591
H: 1.009 -1.619 2.914
H: 4.954 -2.852 0.693
H: 4.037 -4.295 0.287
H: 3.824 -2.827 -0.670
H: 4.045 -2.772 3.140
H: 2.359 -3.223 3.394
H: 3.473 -4.365 2.662
H: 1.412 -3.499 -0.269
H: 1.798 -4.649 0.961
H: 0.697 -3.373 1.382
H: 5.505 -1.256 2.257
H: 5.837 0.464 2.419
H: 4.539 -0.259 3.361
H: 5.241 -1.008 -0.303
H: 4.162 0.245 -0.925
H: 5.649 0.684 -0.083
H: 3.204 1.715 2.389
H: 4.475 2.177 1.263
H: 2.860 1.789 0.662
H: 2.248 1.697 4.417
H: 1.978 4.099 4.910
H: 0.164 5.399 3.875
H: -1.455 4.314 2.357
H: -0.939 1.934 -3.828
H: 0.494 2.890 -3.469
H: 0.375 1.229 -2.882
H: -2.313 3.851 -2.832
H: -2.064 4.366 -1.158
H: -0.863 4.742 -2.388
H: 0.871 2.072 -0.488
H: 1.077 3.625 -1.306
H: 0.024 3.501 0.101
N: -2.919 -2.244 1.810
C: -2.641 -3.156 0.896
O: -1.766 -2.980 0.015
C: -3.407 -4.456 0.920
I: -2.202 -5.925 1.893
H: -2.310 -1.399 1.834
H: -3.574 -2.433 2.550
H: -3.575 -4.811 -0.091
H: -4.341 -4.393 1.470
C: -2.485 -2.624 -5.504
C: -1.051 -2.099 -5.401
C: -0.616 -1.949 -4.017
N: -0.299 -1.840 -2.921
H: -2.760 -2.722 -6.552
H: -3.186 -1.941 -5.025
H: -2.573 -3.601 -5.031
H: -0.948 -1.124 -5.881
H: -0.350 -2.778 -5.889

What is the molar mass in the first record?
1340.41 g/mol